Below is 8 unconnected molecules or ions with the total composition C30H72N8O6, with properties calculated with the ωB97M-V functional and the def2-TZVPD basis.

## Properties
- Total energy: -56481.0197 eV
- SMILES: CCN(CC)CC.CCN(CC)CC.CNC(C)=O.CNC(C)=O.CNC(C)=O.CNC(C)=O.CNC(C)=O.CNC(C)=O
- ΔE to the lowest compared entry with this formula, charge and spin: 408.7 kJ/mol
- Molar mass: 640.96 u
- HOMO: -8.178 eV
- LUMO energy: 0.010 Ha
- Frontier orbital gap: 8.5 eV

Geometry (Å):
C -3.346193 0.036997 -4.149686
C -3.997774 1.387178 -4.446792
N -4.552716 1.363580 -5.755386
C -4.457632 2.709481 -6.446452
C -3.002033 3.303471 -6.597722
C -5.911274 0.833113 -5.803608
C -5.998360 -0.205004 -6.835015
H -3.265142 -0.092273 -3.070422
H -2.412744 -0.021251 -4.709493
H -3.872065 -0.857601 -4.483227
H -4.759963 1.488996 -3.674265
H -3.345684 2.229896 -4.217223
H -4.877879 2.440486 -7.415547
H -5.104738 3.338256 -5.834908
H -3.164676 4.376964 -6.693987
H -2.346801 3.090628 -5.753055
H -2.410421 2.884789 -7.411850
H -6.664148 1.607962 -5.948181
H -6.141711 0.289815 -4.887188
H -5.263432 -1.005476 -6.920084
H -5.830931 0.361580 -7.751018
H -6.969974 -0.698965 -6.827974
C 4.067595 -0.169149 1.470759
C 3.921674 1.342590 1.845276
N 5.118517 1.905531 2.470497
C 6.275948 1.859041 1.616240
C 6.136774 2.731891 0.387684
C 5.013365 3.089359 3.304817
C 4.166155 2.798002 4.654146
H 4.463241 -0.714079 2.327862
H 4.817661 -0.253410 0.684379
H 3.127214 -0.565042 1.087273
H 3.613860 1.911358 0.967860
H 3.157184 1.329579 2.622132
H 7.148524 2.045856 2.242191
H 6.551512 0.851669 1.304200
H 7.137786 2.655440 -0.036857
H 5.583117 2.178614 -0.370909
H 5.752951 3.747743 0.481569
H 4.515828 3.865003 2.722636
H 5.969316 3.528571 3.590043
H 3.113791 3.061993 4.549600
H 4.524466 3.501036 5.406112
H 4.314900 1.792632 5.048122
C 1.418725 4.350374 0.293411
C 0.937144 3.899972 -1.098171
O 0.115403 4.557421 -1.666877
N 1.444289 2.759028 -1.687723
C 1.008230 2.345494 -3.027356
H 1.482245 3.626657 1.105999
H 1.076282 5.278968 0.750072
H 2.478807 4.594092 0.223202
H 2.217011 2.359847 -1.174263
H 1.792967 1.831040 -3.581992
H 0.903288 3.183642 -3.716272
H 0.207966 1.605523 -3.016806
C 4.958960 -3.999742 5.747597
C 4.392386 -4.019357 4.308172
O 4.994089 -3.438939 3.462409
N 3.278870 -4.734333 4.065104
C 2.755215 -5.034862 2.809980
H 6.048714 -3.979226 5.736905
H 4.812990 -4.820079 6.450331
H 4.833855 -2.976200 6.100897
H 2.725082 -4.854407 4.901174
H 2.664327 -4.167714 2.155849
H 1.789448 -5.497855 3.012522
H 3.304921 -5.852879 2.344399
C 0.160472 -5.576542 5.335930
C -0.736931 -5.352925 4.165651
O -1.204852 -4.273050 3.965124
N -1.001359 -6.156402 3.205761
C -1.055142 -7.619733 3.206924
H 0.867675 -4.764750 5.506108
H 0.730482 -6.489096 5.161459
H -0.462899 -5.656935 6.226455
H -1.476924 -5.689312 2.446955
H -0.077817 -8.085523 3.333345
H -1.334218 -7.914932 2.195456
H -1.911077 -7.959366 3.790111
C -1.118398 -4.158048 -2.239102
C -2.156761 -4.694009 -1.300227
O -2.918899 -5.651198 -1.531988
N -2.168400 -4.036035 -0.047775
C -3.203185 -4.095681 1.020595
H -1.491642 -3.554464 -3.066427
H -0.540253 -4.940715 -2.730313
H -0.440723 -3.672101 -1.537165
H -1.339876 -3.499202 0.165448
H -2.875771 -3.255927 1.633549
H -3.245799 -4.940782 1.707680
H -4.171504 -3.735391 0.673247
C -3.014200 7.611511 -1.379629
C -3.933672 6.931647 -0.405614
O -4.692519 7.532884 0.281230
N -3.887939 5.633653 -0.293421
C -2.802196 4.706114 -0.654455
H -1.989758 7.616012 -1.007321
H -3.431750 8.601937 -1.560722
H -3.031615 7.175104 -2.378302
H -4.391148 5.356309 0.537224
H -2.591987 4.758306 -1.722720
H -3.040467 3.647601 -0.550154
H -1.892881 4.960876 -0.110087
C -1.062909 0.773604 -0.067300
C -0.497370 -0.639633 0.344725
O -0.544226 -1.616398 -0.374987
N 0.138500 -0.747866 1.537273
C 1.017991 -1.884058 1.818430
H -0.251355 1.500053 -0.109223
H -1.826304 1.232790 0.560766
H -1.458522 0.824548 -1.081696
H 0.252521 0.096322 2.079905
H 1.562767 -2.373114 1.010873
H 0.468325 -2.679150 2.322219
H 1.638214 -1.620247 2.675069

Atoms 1-2, force components in eV/Å:
C 0.50 0.08 0.05
C -0.48 -1.26 1.42

These are the Mulliken partial charges, in e, on atoms 1 to 99: -1.177 -0.700 0.206 -0.555 -0.949 -0.530 -1.263 0.317 0.273 0.322 0.272 0.477 0.280 0.404 0.329 0.207 0.326 0.422 0.347 0.294 0.294 0.403 -1.481 -0.097 0.101 -0.864 -0.973 -0.406 -1.284 0.480 0.377 0.240 0.019 0.406 0.517 0.353 0.389 0.273 0.261 0.183 0.493 0.313 0.405 0.308 -1.286 0.728 -0.593 -0.022 -1.047 0.350 0.372 0.386 0.152 0.438 0.313 0.248 -1.238 0.682 -0.589 0.001 -0.514 0.378 0.358 0.280 0.116 0.134 0.021 0.327 -1.162 0.858 -0.677 -0.045 -1.079 0.212 0.370 0.421 0.034 0.321 0.390 0.347 -0.525 0.608 -0.677 0.089 -1.066 0.161 0.293 0.075 0.114 0.362 0.319 0.338 -0.961 0.619 -0.639 -0.160 -0.924 0.224 0.309


Below is a molecular structure, C20H22N7O2Pd, with properties calculated with the ωB97M-V functional and the def2-TZVPD basis.

## Properties
- Total charge: +1
- Spin multiplicity: 3
- Total energy: -39095.1336 eV
- ΔE to the lowest compared entry with this formula, charge and spin: 28.5 kJ/mol
- Molar mass: 498.86 u
- HOMO (alpha / beta): -10.679 / -10.792 eV
- LUMO energy (alpha / beta): -0.079 / -0.144 Ha
- Frontier orbital gap (alpha / beta): 8.5 / 6.9 eV

Geometry (Å):
Pd 0.290931 -0.462315 -1.149412
C 3.072331 -0.650615 0.409188
N 2.713131 -0.230515 -0.942612
C 3.144631 1.102785 -1.362312
C 1.996231 2.072985 -1.382012
N 0.769131 1.714685 -1.680512
C 0.012731 2.861985 -1.658312
C -1.339569 3.048885 -1.915212
C -1.830969 4.333085 -1.827712
C -1.004169 5.409385 -1.494412
C 0.343231 5.243185 -1.243412
C 0.845631 3.953085 -1.335612
N 2.102931 3.410485 -1.169412
C 1.917931 -0.606015 1.370888
N 0.661731 -0.401415 1.053688
C -0.067069 -0.499615 2.217688
C -1.431369 -0.368715 2.457688
C -1.859169 -0.521615 3.760488
C -0.968669 -0.794715 4.802788
C 0.386431 -0.930615 4.581088
C 0.823231 -0.775215 3.275788
N 2.071531 -0.832015 2.698188
H 3.889331 -0.036415 0.820088
H 3.415931 -1.692115 0.378588
H 2.977131 -0.947515 -1.617912
H 3.545131 1.039785 -2.381612
H 3.943831 1.491085 -0.716012
H -1.953169 2.208485 -2.205912
H -2.873269 4.523685 -2.028212
H -1.431169 6.398885 -1.450312
H 0.971831 6.084185 -0.997012
H 2.940431 3.925085 -0.947612
H -2.118169 -0.167815 1.650388
H -2.909069 -0.432715 3.988488
H -1.351369 -0.909615 5.804288
H 1.073431 -1.154515 5.380388
H 2.934031 -1.034415 3.175688
C -3.165469 -3.174815 -0.539812
C -1.935969 -2.488115 -1.026012
N -1.847469 -1.197815 -1.107112
O -2.930769 -0.466315 -0.625212
C -0.778569 -3.234815 -1.472512
C -0.887769 -4.662815 -1.917012
N 0.341431 -2.578015 -1.471012
O 1.478731 -2.948515 -1.860012
H -3.593769 -2.610815 0.287488
H -2.945469 -4.187115 -0.219212
H -3.910369 -3.205715 -1.335612
H -2.810369 0.441385 -0.945112
H -1.801969 -4.815415 -2.484612
H -0.887869 -5.340315 -1.063912
H -0.029969 -4.904015 -2.540212

Atoms 1-2, force components in eV/Å:
Pd -0.05 -0.19 0.14
C 0.03 -0.15 0.19

Charges obtained by Mulliken population analysis, quoted in units of e: 0.122 -1.110 0.004 -1.001 0.414 -0.344 0.524 -0.629 -0.772 -0.449 -0.983 0.786 -0.049 0.183 0.498 0.056 -0.558 -0.742 -0.449 -1.060 0.804 -0.103 0.366 0.389 0.321 0.428 0.278 0.551 0.413 0.399 0.401 0.219 0.513 0.425 0.401 0.405 0.226 -1.381 0.758 -0.170 -0.440 0.445 -1.577 0.601 -0.737 0.422 0.366 0.352 0.356 0.382 0.329 0.419


Below is a molecular structure, C27H63ClNbO14P3, with properties calculated with the ωB97M-V functional and the def2-TZVPD basis.

## Properties
- Total charge: -2
- Total energy: -99621.7366 eV
- Molar mass: 833.07 u
- HOMO: -0.598 eV
- LUMO energy: 0.113 Ha
- Frontier orbital gap: 3.7 eV

Geometry (Å):
C 1.732959 -6.332404 2.295707
C 0.535908 -6.013900 1.760854
Nb -0.025121 -3.851800 1.184822
Cl -0.954840 -4.805129 -0.917772
C -1.995186 -4.059986 2.343242
C -3.136503 -4.522880 1.400461
C -4.557025 -4.574134 2.106499
C -5.486634 -5.407874 1.152309
C -7.003956 -5.221986 1.420205
C -7.770838 -5.726982 0.134009
C -0.745187 -1.775044 0.491764
O -0.659704 -1.486746 -0.718586
O -1.222063 -0.961574 1.345704
H 2.605590 -5.740800 1.985333
H 1.774096 -7.194568 2.990246
H -0.218515 -6.810303 1.558783
H 1.571605 -3.633512 0.280406
H 0.787348 -3.179777 2.651258
H -2.265148 -3.109328 2.856684
H -1.802882 -4.796991 3.163989
H -3.278046 -3.867595 0.519322
H -2.951036 -5.564612 1.058178
H -4.493409 -4.997976 3.124508
H -4.927407 -3.526050 2.083813
H -5.261495 -5.023601 0.130961
H -5.144975 -6.461398 1.163513
H -7.213422 -4.154777 1.625722
H -7.386149 -5.841543 2.257948
H -7.149343 -6.523827 -0.329302
H -8.753360 -6.171355 0.388785
H -7.863210 -4.938979 -0.636807
O -3.444914 3.696025 -5.128102
P -2.945363 2.329460 -4.737111
O -1.344774 2.681056 -4.500721
C -0.938489 3.858802 -3.820581
C -0.924645 3.676175 -2.313592
O -2.852581 1.658138 -6.242212
C -3.628257 2.168673 -7.314439
C -2.816660 3.143654 -8.147576
O -2.795918 0.801491 -4.154310
C -1.932438 0.396491 -3.082809
C -2.594344 0.550096 -1.735081
H -1.558413 4.717750 -4.086912
H 0.074787 4.083886 -4.163632
H -1.929491 3.472062 -1.937985
H -0.551421 4.576911 -1.820502
H -0.286390 2.840521 -2.022991
H -4.547489 2.630639 -6.949202
H -3.924319 1.321545 -7.939798
H -2.354137 3.914693 -7.530664
H -3.439673 3.626614 -8.903928
H -2.000114 2.620913 -8.652772
H -0.965657 0.891999 -3.119178
H -1.721532 -0.662731 -3.246612
H -2.997967 1.561695 -1.598182
H -1.882656 0.332097 -0.936979
H -3.434406 -0.140718 -1.642080
O 0.867161 5.363983 4.472243
P 0.969429 3.869903 4.307014
O -0.617846 3.459732 4.524888
C -1.665882 4.214908 3.935615
C -1.948496 3.786451 2.507075
O 1.552765 3.493112 5.804420
C 2.238399 4.461525 6.581787
C 1.294188 5.125347 7.567150
O 1.401864 2.347616 3.864470
C 0.592798 1.435510 3.107728
C 0.775194 1.626363 1.620728
H -1.465085 5.288017 3.971147
H -2.556630 4.041416 4.544752
H -1.081496 3.969750 1.868421
H -2.796786 4.341461 2.099918
H -2.181240 2.721951 2.452448
H 2.729111 5.200498 5.945367
H 3.027326 3.942744 7.133990
H 0.399339 5.507074 7.074722
H 1.786687 5.949827 8.087809
H 0.952436 4.400274 8.310519
H -0.453714 1.468680 3.395607
H 0.933982 0.433094 3.375257
H 0.626138 2.672669 1.329300
H 0.074045 0.992229 1.070079
H 1.791467 1.356202 1.322985
O 5.388201 0.031205 -3.299393
P 5.107842 0.231190 -1.832419
O 5.923234 -1.080686 -1.225163
C 7.196266 -1.450231 -1.722567
C 8.321918 -0.680437 -1.054674
O 3.583110 -0.339855 -1.767695
C 2.748209 -0.376722 -2.925631
C 2.786036 -1.746568 -3.573763
O 4.817963 0.853643 -0.318316
C 5.681792 0.772342 0.799934
C 6.675628 1.918959 0.829331
H 7.259287 -1.335502 -2.806375
H 7.316563 -2.515483 -1.511570
H 8.240936 0.388287 -1.268085
H 9.293075 -1.028170 -1.414308
H 8.295860 -0.806395 0.029294
H 3.027120 0.406784 -3.633892
H 1.727403 -0.164619 -2.600827
H 3.806959 -2.086640 -3.761082
H 2.240878 -1.747699 -4.519445
H 2.332531 -2.487180 -2.910762
H 6.173714 -0.195238 0.877847
H 5.040237 0.843027 1.681980
H 7.213204 2.004668 -0.117648
H 7.395686 1.783864 1.638652
H 6.156402 2.866613 0.986529

Atoms 1-2, force components in eV/Å:
C -1.07 -0.25 -0.18
C 0.15 -0.03 -1.70

These are the Mulliken partial charges, in e, on atoms 1 to 99: -0.551 -0.108 -0.826 -0.492 -1.344 0.146 -0.651 -0.733 -0.264 -1.099 1.062 -0.685 -0.786 0.200 0.213 0.247 -0.054 -0.043 0.301 0.428 0.237 0.240 0.276 0.331 0.351 0.307 0.293 0.260 0.283 0.348 0.284 -0.852 1.124 -0.381 -0.490 -0.776 -0.362 -0.327 -1.044 -0.352 0.201 -0.810 0.313 0.324 0.166 0.463 0.173 0.331 0.333 0.277 0.359 0.275 0.037 0.337 0.261 0.010 0.353 -0.853 1.159 -0.420 -0.376 -0.867 -0.372 -0.335 -1.041 -0.335 -0.197 -0.397 0.300 0.319 0.127 0.440 0.256 0.331 0.342 0.277 0.356 0.273 0.238 0.414 0.214 -0.103 0.196 -0.832 0.955 -0.389 -0.376 -0.922 -0.236 -0.022 -1.171 -0.305 -0.050 -1.207 0.301 0.327 0.162 0.409 0.250


Below is a molecular structure, C4H5N3S, with properties calculated with the ωB97M-V functional and the def2-TZVPD basis.

## Properties
- Total energy: -19530.9919 eV
- ΔE to the lowest compared entry with this formula, charge and spin: 375.2 kJ/mol
- Molar mass: 127.17 u
- HOMO: -9.977 eV
- LUMO energy: -0.010 Ha
- Frontier orbital gap: 9.7 eV

Geometry (Å):
C 1.748699 -0.198881 1.468828
C -0.848143 -0.401547 -1.957661
C -1.464049 -0.043349 -0.992212
C -2.175160 0.489994 0.193941
N 2.333279 -1.212625 0.918115
N 1.434335 0.784186 0.611285
N 2.587779 -1.072457 -0.348916
S 1.977173 0.409220 -0.883987
H -0.263993 -0.639505 -2.820648
H 1.521917 -0.037654 2.483836
H -1.853643 0.067202 1.137446
H -1.795778 1.520746 0.184918
H -3.202412 0.334671 0.005050

Atoms 1-2, force components in eV/Å:
C -1.35 3.33 -2.34
C -0.04 0.10 -0.16

Charges obtained by Mulliken population analysis, quoted in units of e: 0.105 -0.331 0.173 -1.076 -0.306 -0.349 -0.166 0.240 0.394 0.443 0.278 0.272 0.325


Q: Among the records above, which one has the lowest total energy?
A: C27H63ClNbO14P3